(1)
Below is C3H5N3O in the gas phase, with properties calculated with the ωB97M-V functional and the def2-TZVPD basis.

Values from the calculation:
Gap between HOMO and LUMO = 12.38 eV
Energy = -356.75477 Ha
Molar mass = 99.1 g/mol
ΔE to the lowest compared entry with this formula, charge and spin = 64.38 kcal per mole
E_HOMO = -11.61 eV
SMILES string = CCc1nnno1

CARTESIAN COORDINATES (ANGSTROEM)
C -2.18 -0.29 1.16
C -0.72 -0.15 1.48
C 0.15 -0.07 0.29
N 1.02 -0.91 -0.12
N 1.51 -0.33 -1.30
N 0.98 0.76 -1.53
O 0.05 0.98 -0.54
H -2.58 0.54 0.53
H -2.80 -0.28 2.03
H -2.27 -1.25 0.67
H -0.51 0.67 2.18
H -0.33 -1.04 2.02

Taken from the Löwdin analysis, the atomic charges in e are: -0.0915, -0.1810, -0.4051, 0.1152, -0.0020, 0.0344, 0.0315, 0.0966, 0.0634, 0.0841, 0.1251, 0.1295



(2)
Below is C3H5N3O in the gas phase, with properties calculated with the ωB97M-V functional and the def2-TZVPD basis.

Values from the calculation:
Gap between HOMO and LUMO = 11.11 eV
Energy = -356.79847 Ha
Molar mass = 99.1 g/mol
ΔE to the lowest compared entry with this formula, charge and spin = 36.96 kcal per mole
E_HOMO = -10.25 eV
SMILES string = OCc1nc[nH]n1

CARTESIAN COORDINATES (ANGSTROEM)
O -2.33 0.92 -0.30
C -1.65 -0.23 0.14
C -0.17 -0.05 0.18
N 0.67 -0.79 0.99
C 1.84 -0.41 0.59
N 1.76 0.54 -0.40
N 0.43 0.73 -0.67
H -1.77 1.36 -0.95
H -1.87 -1.10 -0.51
H -1.99 -0.48 1.15
H 2.80 -0.72 1.00
H 2.28 0.24 -1.22

Taken from the Löwdin analysis, the atomic charges in e are: -0.0555, -0.2123, -0.3594, 0.1327, -0.1770, -0.0064, 0.0898, 0.0746, 0.1268, 0.1206, 0.1220, 0.1440



(3)
Below is 2 unconnected molecules or ions with the total composition C3H5N3O, with properties calculated with the ωB97M-V functional and the def2-TZVPD basis.

Values from the calculation:
Gap between HOMO and LUMO (alpha / beta) = 8.75 / 8.75 eV
Energy = -356.62910 Ha
Molar mass = 99.1 g/mol
ΔE to the lowest compared entry with this formula, charge and spin = 143.25 kcal per mole
E_HOMO (alpha / beta) = -9.22 / -9.22 eV

CARTESIAN COORDINATES (ANGSTROEM)
C -1.03 -1.71 -0.21
C 0.33 -1.70 0.13
C -1.46 -0.36 -0.31
N 0.77 -0.40 0.15
N -0.27 0.27 -0.17
N 1.21 2.39 0.43
O -0.03 2.07 0.24
H -1.60 -2.60 -0.61
H 1.09 -2.45 0.06
H -2.38 0.31 -0.36
H 1.55 1.68 1.07
H 1.81 2.50 -0.42

Taken from the Löwdin analysis, the atomic charges in e are: -0.1123, -0.1542, -0.0891, 0.0107, -0.0873, -0.0093, -0.0945, 0.1021, 0.0854, 0.1376, 0.0880, 0.1229